Record 1
ORCA calculation (ωB97M-V with the def2-TZVPD basis set) on a 9-piece molecular cluster, C36H64F6N10O6P overall.

The geometry in XYZ format:
```
123
Properties=species:S:1:pos:R:3:lowdin_charge:R:1
C 1.1478 3.9297 3.2186 -0.056
C -0.1441 3.3346 2.6477 -0.158
N -0.4225 3.8993 1.3169 -0.054
C 0.3365 3.5682 0.2267 0.005
C -0.3120 4.1068 -0.8389 0.028
N -1.5152 4.5592 -0.3957 -0.070
C -1.6099 4.3699 0.9201 -0.023
C -2.4810 5.2237 -1.2676 0.032
H 1.8415 3.1114 3.4263 0.063
H 1.0276 4.4191 4.1857 0.076
H 1.6171 4.6663 2.5716 0.087
H -0.9703 3.6902 3.2664 0.116
H -0.1509 2.2497 2.5696 0.102
H 1.2213 2.9640 0.2969 0.136
H -0.0299 4.1497 -1.8702 0.102
H -2.4345 4.6719 1.5393 0.159
H -2.9912 6.0235 -0.7375 0.099
H -3.2640 4.5298 -1.5795 0.101
H -1.9686 5.5500 -2.1684 0.095
C 6.9065 0.7293 6.1526 -0.060
C 5.9496 1.4812 5.2492 -0.155
N 5.0950 0.5848 4.4582 -0.030
C 4.5065 -0.5899 4.8750 -0.011
C 3.9123 -1.1750 3.8148 -0.001
N 4.1459 -0.3467 2.7408 -0.071
C 4.8913 0.6638 3.1482 -0.008
C 3.7036 -0.5642 1.3735 0.031
H 7.7117 0.1769 5.6796 0.093
H 6.3623 0.1223 6.8778 0.074
H 7.3403 1.4870 6.8113 0.093
H 6.4318 2.1705 4.5575 0.133
H 5.3427 2.1396 5.8740 0.130
H 4.5246 -0.8877 5.9079 0.133
H 3.3850 -2.1054 3.7170 0.133
H 5.1165 1.5003 2.5046 0.184
H 4.5227 -0.7498 0.6806 0.124
H 3.0832 0.2224 0.9397 0.087
H 3.0618 -1.4428 1.3569 0.090
C -3.6563 -5.8543 2.6039 -0.056
C -2.9608 -4.4998 2.6656 -0.179
N -2.2974 -4.1852 1.3941 -0.062
C -2.7634 -3.3883 0.3914 -0.026
C -1.7767 -3.2285 -0.5142 -0.010
N -0.7104 -3.9629 -0.0661 -0.031
C -1.0217 -4.4834 1.1234 -0.026
C 0.6688 -3.6446 -0.4634 0.037
H -4.1945 -6.0172 3.5374 0.083
H -2.9725 -6.6777 2.4039 0.086
H -4.3966 -5.8696 1.8032 0.089
H -2.1854 -4.4364 3.4264 0.107
H -3.7472 -3.7621 2.8218 0.122
H -3.7720 -3.0147 0.3444 0.136
H -1.6815 -2.5449 -1.3400 0.104
H -0.3403 -4.9405 1.8190 0.167
H 1.0850 -2.9706 0.2872 0.080
H 0.6658 -3.1866 -1.4490 0.093
H 1.2833 -4.5392 -0.5345 0.115
C -2.0520 -2.6152 6.6728 -0.054
C -1.2230 -1.4844 6.1085 -0.176
N -1.4329 -1.1905 4.6874 -0.046
C -0.7294 -1.7323 3.6338 -0.012
C -1.1576 -1.1405 2.4905 -0.006
N -2.1736 -0.3034 2.8707 -0.066
C -2.2896 -0.3069 4.1920 -0.020
C -2.9381 0.4575 1.8626 0.043
H -3.1029 -2.3663 6.4659 0.084
H -2.0400 -2.5231 7.7575 0.091
H -1.9119 -3.6055 6.2533 0.078
H -0.1518 -1.6098 6.2867 0.127
H -1.3884 -0.5425 6.6349 0.131
H 0.1758 -2.2869 3.8149 0.132
H -0.9947 -1.3037 1.4340 0.118
H -3.1286 0.2082 4.6335 0.174
H -2.2157 0.8229 1.1288 0.080
H -3.3694 1.3173 2.3733 0.096
H -3.6831 -0.2118 1.4469 0.101
C -2.9472 -1.9450 -3.9881 -0.067
C -3.9904 -0.8473 -3.9981 -0.151
N -3.4524 0.4281 -4.4856 -0.044
C -2.3123 1.0500 -4.0156 0.029
C -2.1243 2.1516 -4.7789 0.024
N -2.9564 1.9958 -5.8707 -0.084
C -3.8055 1.0070 -5.6327 -0.027
C -2.8684 2.7830 -7.0934 0.029
H -2.3704 -2.1542 -4.8832 0.081
H -3.4443 -2.8788 -3.7073 0.095
H -2.2386 -1.8170 -3.1711 0.035
H -4.3028 -0.7167 -2.9640 0.121
H -4.7925 -1.1124 -4.6824 0.123
H -1.8047 0.6687 -3.1371 0.114
H -1.3941 2.9330 -4.8564 0.086
H -4.5416 0.7196 -6.3638 0.168
H -2.0272 3.4705 -7.0002 0.095
H -3.7247 3.4543 -7.1699 0.102
H -2.7304 2.1644 -7.9727 0.107
C 1.2373 0.5153 -1.6783 0.004
C 0.0582 0.3930 -0.7108 -0.730
O -1.0249 -0.1240 -1.0980 -0.083
O 0.3238 0.6646 0.4977 -0.129
H 1.4165 1.5776 -1.8404 0.078
H 1.2044 -0.1442 -2.5358 0.070
H 2.0141 0.1329 -1.0072 0.052
C 0.2336 -2.8856 -4.4109 -0.035
C 0.1566 -4.3607 -3.9092 -0.775
O -0.7672 -4.5703 -3.0518 -0.145
O 0.8467 -5.1959 -4.4894 -0.029
H -0.2842 -2.7872 -5.3625 0.065
H 1.2720 -2.6039 -4.5861 0.067
H -0.2056 -2.3537 -3.5654 0.023
C 3.7519 -0.1552 -3.8651 -0.074
C 5.1141 -0.2066 -4.5941 -0.820
O 5.5396 0.8963 -4.9917 -0.096
O 5.6061 -1.3394 -4.8016 -0.107
H 3.8373 0.3725 -2.9092 0.038
H 3.2042 -1.0893 -3.6895 0.036
H 3.0813 0.3940 -4.5354 0.064
P 1.0147 4.4020 -4.6085 0.164
F -0.4488 4.7357 -3.8929 -0.221
F 0.6908 2.8121 -4.3908 -0.183
F 0.2220 4.3752 -6.0292 -0.166
F 2.3516 4.0311 -5.3771 -0.108
F 1.3198 5.9711 -4.6879 -0.137
F 1.7518 4.3778 -3.1574 -0.174
```

Spin multiplicity ... 1
ΔE to the lowest compared entry with this formula, charge and spin ... 0.0 kJ/mol
Frontier orbital gap ... 2.3 eV
Charge ... +1

Record 2
ORCA calculation (ωB97M-V with the def2-TZVPD basis set) on a 10-piece molecular cluster, C36H64N10O7 overall.

The geometry in XYZ format:
```
117
Properties=species:S:1:pos:R:3:lowdin_charge:R:1
C 2.2642 -2.2819 6.8040 -0.001
C 2.4139 -1.6956 5.4483 -0.575
O 3.3818 -0.9692 5.1293 0.005
N 1.5270 -2.1263 4.5798 0.034
C 1.6564 -1.5808 3.2517 -0.090
H 2.4043 -1.5253 7.5355 0.069
H 3.0475 -3.0311 6.9894 0.093
H 1.2890 -2.8145 6.8849 0.086
H 0.6812 -2.5779 4.8811 0.093
H 1.5737 -0.4885 3.2249 0.085
H 0.8929 -2.0397 2.5816 0.055
H 2.6688 -1.7240 2.8459 0.078
C 5.3392 1.5716 -3.1988 -0.003
C 3.9957 0.9214 -3.0811 -0.594
O 3.0096 1.3394 -3.6720 0.025
N 4.0035 -0.2123 -2.3796 0.023
C 2.7945 -0.9388 -2.2105 -0.103
H 6.1800 0.8605 -3.1142 0.085
H 5.4371 2.3256 -2.4426 0.062
H 5.4521 1.9586 -4.2213 0.088
H 4.7964 -0.5940 -1.8422 0.161
H 3.0328 -1.8545 -1.6689 0.092
H 2.2968 -1.1840 -3.1772 0.076
H 2.0674 -0.5401 -1.5179 0.043
C -3.5505 -2.9965 6.4920 0.006
C -2.4565 -2.3232 5.5648 -0.480
O -1.4676 -2.9071 5.0736 -0.008
N -2.7325 -0.9798 5.3483 0.006
C -2.0023 -0.2345 4.2848 -0.041
H -3.1403 -3.8698 6.9634 0.064
H -4.1894 -3.2902 5.6293 0.090
H -4.0399 -2.2692 7.1613 0.077
H -3.4478 -0.5004 5.8091 0.099
H -2.2137 0.8427 4.3742 0.070
H -2.2814 -0.7156 3.3195 0.081
H -0.9263 -0.3135 4.4370 0.071
C -0.2738 -2.8325 -1.8462 0.004
C 0.0920 -3.0125 -0.3248 -0.450
O 1.0925 -2.4438 0.1670 -0.020
N -0.7441 -3.8113 0.4105 0.015
C -0.5916 -4.1000 1.8140 -0.066
H 0.4895 -2.1868 -2.3548 0.063
H -1.1786 -2.2398 -1.9798 0.036
H -0.3786 -3.7680 -2.4096 0.080
H -1.6376 -4.0515 -0.0032 0.092
H -0.6202 -5.1757 2.0549 0.096
H -1.2823 -3.5094 2.3424 0.050
H 0.4004 -3.6630 2.1355 0.076
C -0.8432 5.2988 3.8209 -0.009
C -0.9397 3.9603 3.1229 -0.519
O -1.0595 2.9022 3.7578 0.010
N -0.8722 4.0504 1.7586 0.017
C -0.8305 2.8180 1.0082 -0.094
H -1.1737 5.2374 4.8605 0.082
H -1.3434 6.0961 3.2909 0.071
H 0.1808 5.6160 3.8916 0.075
H -0.6752 4.9124 1.2203 0.104
H -1.7848 2.3094 1.1031 0.074
H -0.1000 2.0881 1.3685 0.074
H -0.7511 3.0116 -0.0829 0.079
C 0.1324 8.0197 -1.0384 0.011
C 0.3871 6.5271 -1.2203 -0.564
O 0.3421 5.8149 -0.2188 0.009
N 0.5343 6.0613 -2.4332 0.045
C 0.5733 4.5928 -2.5526 -0.035
H -0.8057 8.1560 -0.5264 0.080
H 0.1795 8.5824 -1.9885 0.081
H 0.9345 8.3644 -0.4097 0.077
H 0.5450 6.6105 -3.2519 0.128
H 0.8300 4.2539 -3.5365 0.082
H -0.3917 4.2161 -2.2600 0.078
H 1.3217 4.1778 -1.8801 0.074
C 0.8729 -3.3276 -5.2971 0.008
C -0.1303 -2.1267 -5.4464 -0.555
O -1.3250 -2.3279 -5.4927 0.020
N 0.4180 -0.9128 -5.6111 0.016
C -0.2834 0.2283 -6.1101 -0.078
H 1.5072 -3.3420 -6.1730 0.071
H 0.2622 -4.2422 -5.3480 0.084
H 1.3609 -3.1633 -4.3363 0.053
H 1.4075 -0.8901 -5.4225 0.124
H -1.3580 0.0235 -6.1885 0.086
H 0.0186 0.5310 -7.1088 0.078
H -0.2034 1.0860 -5.4518 0.072
N -3.3062 -3.8423 -1.4870 0.057
C -3.2143 -3.6196 -2.7923 -0.147
C -4.3410 -3.3546 -3.5749 -0.054
C -5.5877 -3.2733 -2.9804 -0.066
C -5.6850 -3.5671 -1.6154 -0.072
C -4.5077 -3.7980 -0.9222 -0.176
H -2.2547 -3.5881 -3.3169 0.084
H -4.1200 -3.0870 -4.5990 0.106
H -6.4809 -2.9733 -3.5379 0.111
H -6.5816 -3.5274 -0.9737 0.112
H -4.4927 -3.8186 0.1470 0.100
N -1.7391 0.4645 -2.7433 0.087
C -0.7802 0.4824 -1.8050 -0.150
C -1.0402 0.0173 -0.5460 -0.101
C -2.3061 -0.4681 -0.1602 -0.039
C -3.2243 -0.6232 -1.1876 -0.062
C -2.8760 -0.1097 -2.4304 -0.164
H 0.1341 1.0075 -2.0571 0.098
H -0.2688 -0.0416 0.2089 0.093
H -2.5174 -0.8560 0.7941 0.085
H -4.1476 -1.1394 -1.0090 0.089
H -3.6046 -0.0854 -3.1971 0.096
N 4.8667 2.3157 0.4927 0.047
C 5.0699 1.2150 1.2753 -0.150
C 4.0833 0.3144 1.5306 -0.045
C 2.8097 0.5044 0.8634 -0.067
C 2.6039 1.5752 0.0303 -0.079
C 3.6936 2.4865 -0.0977 -0.163
H 6.0529 1.1529 1.7447 0.105
H 4.3530 -0.5082 2.1819 0.095
H 2.0142 -0.2601 0.9222 0.076
H 1.7368 1.8516 -0.5743 0.086
H 3.5958 3.4922 -0.4948 0.103
```

Spin multiplicity ... 1
SMILES ... CNC(C)=O.CNC(C)=O.CNC(C)=O.CNC(C)=O.CNC(C)=O.CNC(C)=O.CNC(C)=O.c1ccncc1.c1ccncc1.c1ccncc1
Frontier orbital gap ... 9.4 eV
Charge ... 0